Entry 1:
Computed, not measured: a structure of composition C35H42BrN4OSiSn, with ωB97M-V with the def2-TZVPD basis set.

Its energy relative to the best compared isomer or geometry (same formula, charge and spin) is 118.5 kJ/mol. The calculation puts the LUMO energy (alpha / beta) at -10.167 / -9.740 eV. The calculation puts the HOMO energy (alpha / beta) at -15.68 / -15.80 eV. Its charge is +3. The HOMO-LUMO gap (alpha / beta) is 5.5 / 6.1 eV.

Geometry as XYZ:
```
85
Properties=species:S:1:pos:R:3:forces:R:3:lowdin_charge:R:1
Sn 0.37481 -0.02070 -1.28522 -0.2 -0.1 0.2 1.413
C -1.57128 1.13527 -0.64266 0.7 -0.4 -0.2 -0.285
Si -2.34797 0.89532 1.04871 -0.1 0.2 -0.1 0.660
C -2.28626 -1.01717 1.54671 0.0 -0.1 0.0 -0.135
N -1.12693 -1.78004 1.32944 0.0 0.1 -0.1 -0.105
C -0.04759 -1.76908 2.29869 0.0 0.0 0.0 -0.127
C -0.28838 -2.93932 3.27559 0.0 0.0 0.0 -0.128
C -0.39106 -4.24826 2.50131 0.0 0.0 0.0 -0.169
C -1.45929 -4.16507 1.41871 0.0 0.0 -0.1 -0.126
C -1.17482 -2.96613 0.48788 0.0 0.0 0.0 -0.133
C -1.51169 1.93106 2.34417 -0.1 0.0 0.0 -0.282
C -1.31900 3.29182 2.06303 0.0 0.0 0.0 -0.130
C -0.85048 4.16683 3.03026 0.0 0.0 0.0 -0.060
C -0.56148 3.69721 4.30588 0.0 0.0 0.0 -0.046
C -0.76504 2.36078 4.61505 0.0 0.0 0.0 -0.048
C -1.24820 1.49214 3.64516 0.0 0.0 0.0 -0.093
C -4.16212 1.21266 0.91412 -0.1 -0.1 0.0 -0.264
C -4.75393 2.25476 1.63311 0.1 0.1 0.1 -0.073
C -6.10747 2.52588 1.50657 -0.1 0.0 0.0 -0.046
C -6.89437 1.74906 0.67085 0.0 0.0 0.0 -0.038
C -6.32733 0.70464 -0.04979 0.0 0.0 0.0 -0.055
C -4.97618 0.44122 0.07420 0.1 0.0 -0.1 -0.106
H -1.20042 2.13263 -0.88620 -0.2 0.1 0.0 0.009
H -2.16077 0.73624 -1.46753 -0.2 0.2 0.0 0.002
H -3.13296 -1.45417 1.01796 0.0 0.0 0.0 0.105
H -2.50867 -0.94909 2.61866 0.0 0.0 0.0 0.122
H -0.02267 -0.80113 2.79656 0.0 0.0 0.0 0.114
H 0.88864 -1.93467 1.75875 0.0 0.0 0.0 0.122
H -1.20981 -2.74359 3.82961 0.0 0.0 0.0 0.128
H 0.52418 -2.95321 4.00187 0.0 0.0 0.0 0.132
H -0.61244 -5.06983 3.18248 0.0 0.0 0.0 0.134
H 0.57606 -4.47788 2.04220 0.0 0.0 0.0 0.125
H -2.45241 -4.03746 1.85511 0.0 0.0 0.0 0.131
H -1.49041 -5.06472 0.80344 0.0 0.0 0.0 0.134
H -1.94786 -2.83769 -0.26856 0.0 0.0 0.0 0.139
H -0.20029 -3.09399 0.00688 0.0 0.0 0.0 0.112
H -1.58061 3.69260 1.08818 0.0 0.0 0.0 0.112
H -0.73584 5.21754 2.80054 0.0 0.0 0.0 0.121
H -0.20852 4.38007 5.06643 0.0 0.0 0.0 0.122
H -0.57576 2.00175 5.61729 0.0 0.0 0.0 0.120
H -1.44889 0.46787 3.93847 0.0 0.0 0.0 0.091
H -4.15773 2.86021 2.30486 0.0 0.0 0.0 0.102
H -6.55221 3.33637 2.06690 0.0 0.0 0.0 0.120
H -7.95318 1.95111 0.58314 0.0 0.0 0.0 0.123
H -6.94339 0.10168 -0.70225 0.0 0.0 0.0 0.118
H -4.55488 -0.37036 -0.51278 0.0 0.0 0.0 0.098
Br 2.73502 -6.52065 -4.38176 0.0 0.0 0.0 0.878
C 2.59702 -4.98184 -3.33522 0.0 0.0 0.0 -0.677
C 1.44055 -4.21088 -3.38210 0.0 0.0 0.0 -0.092
C 1.35098 -3.07015 -2.60382 0.0 -0.1 0.0 -0.056
C 2.40711 -2.69222 -1.77610 0.0 0.1 0.1 -0.284
C 3.56986 -3.46663 -1.73942 -0.1 0.0 -0.1 0.001
C 3.66090 -4.60488 -2.51385 -0.1 0.0 0.0 -0.080
N 2.25174 -1.50131 -1.01059 0.4 0.0 0.1 -0.012
C 3.09580 -1.10648 -0.13499 -0.2 0.0 -0.1 -0.056
C 2.87675 0.16336 0.57355 0.0 0.0 0.0 -0.249
C 3.76840 0.62565 1.52189 -0.1 0.0 -0.1 0.040
C 3.51543 1.84690 2.14470 0.0 0.0 0.0 0.025
C 2.38443 2.55905 1.79329 0.0 0.0 0.0 0.017
C 1.53289 2.03199 0.83244 0.0 0.0 0.0 -0.078
N 1.76548 0.86047 0.24116 0.2 -0.1 0.0 -0.018
H 0.62149 -4.50211 -4.02379 0.0 0.0 0.0 0.118
H 0.43952 -2.48314 -2.64718 0.0 0.0 0.0 0.065
H 4.41923 -3.20036 -1.12715 0.0 0.0 0.0 0.115
H 4.55932 -5.20440 -2.49012 0.0 0.0 0.0 0.121
H 3.99332 -1.66552 0.11639 0.0 0.0 0.0 0.142
H 4.64776 0.04557 1.76612 0.0 0.0 0.0 0.139
H 4.19987 2.22977 2.88986 0.0 0.0 0.0 0.139
H 2.14437 3.50769 2.25123 0.0 0.0 0.0 0.129
H 0.63581 2.55961 0.54008 0.0 0.0 0.0 0.099
C 0.71247 3.20319 -4.38005 0.0 0.0 0.0 0.024
N 1.99712 2.48699 -4.36189 0.0 0.0 0.0 -0.085
C 3.05522 2.91184 -5.30047 0.0 0.0 0.0 0.022
C 2.16290 1.50226 -3.52539 -0.1 -0.2 0.0 -0.413
C 3.42289 0.70938 -3.45149 0.0 0.0 0.0 0.052
O 1.18181 1.19891 -2.73959 -0.1 0.3 0.0 -0.212
H 0.74132 3.94061 -5.17336 0.0 0.0 0.0 0.102
H 0.55203 3.70382 -3.42666 0.0 0.0 0.0 0.104
H -0.09924 2.50285 -4.56589 0.0 0.0 0.0 0.107
H 2.66996 3.73768 -5.88684 0.0 0.0 0.0 0.100
H 3.31314 2.09844 -5.97500 0.0 0.0 0.0 0.112
H 3.93410 3.25075 -4.75650 0.0 0.0 0.0 0.112
H 4.15768 0.99312 -4.19513 0.0 0.0 0.0 0.089
H 3.17971 -0.34702 -3.57871 0.0 0.0 0.0 0.101
H 3.86273 0.84457 -2.46143 0.0 0.0 0.0 0.103
```
Positions in Å, forces in eV/Å.

=====

Entry 2:
Computed, not measured: an isolated molecule of CH2N4O, with ωB97M-V with the def2-TZVPD basis set.

Its energy relative to the best compared isomer or geometry (same formula, charge and spin) is 280.1 kJ/mol. The calculation puts the LUMO energy at -0.019 eV. The calculation puts the HOMO energy at -10.69 eV. The HOMO-LUMO gap is 10.7 eV.

Geometry as XYZ:
```
8
Properties=species:S:1:pos:R:3:forces:R:3:lowdin_charge:R:1
C 0.44485 0.76378 -0.08700 0.6 -1.9 0.2 -0.096
H -1.96797 0.45592 0.48155 0.1 -2.9 -1.5 0.195
H 0.13431 1.78232 -0.21339 0.0 0.1 0.2 0.109
N -0.39997 -0.32182 -0.10381 2.1 1.1 -0.2 -0.264
N 1.69694 0.24435 0.01850 -2.1 1.2 -0.4 -0.006
N 1.55901 -1.06094 0.01373 -1.4 -1.2 -0.4 -0.051
N 0.26426 -1.42377 -0.08155 2.4 -0.1 0.7 0.061
O -1.73142 -0.43984 -0.02803 -1.7 3.8 1.5 0.052
```
Positions in Å, forces in eV/Å.

=====

Entry 3:
Computed, not measured: an isolated molecule of C2H2N2O2S, with ωB97M-V with the def2-TZVPD basis set.

Its energy relative to the best compared isomer or geometry (same formula, charge and spin) is 323.7 kJ/mol. The calculation puts the LUMO energy at -0.767 eV. The calculation puts the HOMO energy at -10.50 eV. The HOMO-LUMO gap is 9.7 eV.

Geometry as XYZ:
```
9
Properties=species:S:1:pos:R:3:forces:R:3:lowdin_charge:R:1
C 0.03260 1.08356 0.09453 -3.5 3.1 -0.3 -0.285
C 1.60366 -0.28107 -0.19653 3.0 -0.8 0.8 -0.458
H -2.58639 -1.64270 0.47542 1.2 3.3 -2.0 0.055
H -0.81123 1.91217 -0.09641 2.5 -1.2 0.9 0.149
N -0.60317 -0.11091 0.55865 2.2 0.3 -2.4 -0.416
N 1.25842 1.12361 -0.23881 -1.0 -1.7 0.1 0.188
O 2.73324 -0.77768 -0.26524 -4.1 1.4 -0.1 0.102
O 0.43439 -1.01644 0.05539 0.7 -0.8 0.6 -0.059
S -2.06152 -0.29054 -0.38700 -1.0 -3.5 2.4 0.725
```
Positions in Å, forces in eV/Å.

=====

Look up the energy relative to the best compared isomer or geometry (same formula, charge and spin) of the second one. 280.1 kJ/mol